Below is 11 unconnected molecules or ions with the total composition C15H52N6O11, with properties calculated with ωB97M-V/def2-TZVPD.

## Properties
* E_HOMO: -8.26 eV
* SMILES string: NC(N)=O.NC(N)=O.NC(N)=O.CCO.CCO.CCO.CCO.CO.CO.CO.CO
* gap between HOMO and LUMO: 8.319 eV
* 2S+1: 1
* lowest unoccupied orbital energy: 0.058 eV
* energy above the lowest of the compared OMol25 structures with the same formula, charge and spin: 7.449 eV

XYZ file:
```
84
C15H52N6O11 ωB97M-V/def2-TZVPD
N -3.3383 -22.8840 -10.0608
C -2.7892 -22.1808 -11.0527
N -3.7026 -21.4278 -11.5801
O -1.4616 -22.1418 -11.4006
H -2.6912 -23.3720 -9.4337
H -4.3737 -22.8329 -9.8578
H -3.3570 -20.8298 -12.3738
H -4.7206 -21.5267 -11.4105
N -5.5684 -13.6933 -12.4363
C -4.7466 -13.9867 -13.3821
N -4.5730 -12.9661 -14.1583
O -4.1008 -15.2409 -13.4206
H -6.0197 -14.4721 -12.0214
H -5.9743 -12.7676 -12.1974
H -4.0273 -13.1945 -15.0189
H -4.8333 -11.9875 -13.9417
N -1.5687 -15.1589 -14.7982
C -0.5182 -14.5573 -14.3137
N 0.4036 -14.3725 -15.1424
O -0.5750 -13.8736 -13.0845
H -2.4195 -15.1370 -14.3246
H -1.5446 -15.5561 -15.7261
H 1.1473 -13.7182 -14.8899
H 0.5064 -14.7250 -16.0961
C -0.9427 -20.8176 -14.8972
C -1.0643 -19.8519 -13.7374
O -2.3606 -19.8441 -13.2533
H 0.0579 -20.9814 -15.2598
H -1.6074 -20.5808 -15.7173
H -1.3150 -21.7488 -14.4667
H -0.6822 -18.8384 -13.9423
H -0.4186 -20.2161 -12.9233
H -2.7806 -19.1123 -13.6908
C -8.5414 -21.7030 -11.0202
C -7.2227 -21.4674 -11.7284
O -6.2677 -21.2182 -10.7369
H -8.8520 -20.7878 -10.6252
H -8.5411 -22.3733 -10.2032
H -9.3873 -21.9796 -11.6392
H -7.2521 -20.6690 -12.3678
H -6.9597 -22.3314 -12.3075
H -6.6023 -20.4080 -10.2991
C -4.9429 -20.1138 -15.1441
C -5.4012 -18.7638 -14.6979
O -4.2811 -17.9302 -14.4391
H -5.8672 -20.5806 -15.4328
H -4.3366 -20.6803 -14.4041
H -4.3211 -19.9586 -16.0276
H -5.9886 -18.8559 -13.7646
H -6.1066 -18.3161 -15.4382
H -4.6037 -17.0498 -14.0424
C -3.2523 -17.4857 -17.8383
C -1.9556 -17.7271 -17.1191
O -1.2030 -16.5893 -17.2776
H -3.9095 -18.3446 -17.6563
H -3.0820 -17.4406 -18.9337
H -3.7334 -16.5745 -17.5425
H -1.4089 -18.5672 -17.5568
H -2.0018 -18.1155 -16.0275
H -0.3616 -16.8280 -17.6853
C -4.3675 -18.2502 -11.0981
O -4.0700 -19.1564 -10.0991
H -5.0754 -18.7589 -11.7952
H -3.4627 -17.9161 -11.6856
H -4.7382 -17.3637 -10.7050
H -3.8727 -20.0013 -10.5278
C -10.0066 -17.7321 -15.1071
O -8.6599 -18.2052 -15.0366
H -10.3317 -17.1329 -14.2591
H -10.8209 -18.5406 -15.1353
H -10.0899 -17.1634 -16.0499
H -8.0364 -17.4272 -14.9910
C -7.4524 -16.7280 -12.4880
O -6.8627 -15.9584 -11.4173
H -6.7023 -16.6708 -13.2497
H -8.3224 -16.2550 -12.8973
H -7.7061 -17.7762 -12.2348
H -7.4315 -15.9025 -10.6854
C -6.1795 -15.6699 -16.3681
O -7.0881 -15.2073 -15.3752
H -5.9222 -14.9250 -17.0890
H -6.5804 -16.4635 -17.0488
H -5.2121 -15.8825 -15.9410
H -6.5727 -14.5463 -14.9103
```

Electronic structure analysis, Löwdin charges in units of e: N 0.139; C -0.602; N 0.114; O -0.107; H 0.118; H 0.130; H 0.089; H 0.079; N 0.178; C -0.587; N 0.168; O -0.117; H 0.055; H 0.152; H 0.146; H 0.147; N 0.189; C -0.634; N 0.156; O -0.169; H 0.029; H 0.068; H 0.133; H 0.121; C -0.071; C -0.317; O -0.110; H 0.069; H 0.050; H 0.080; H 0.118; H 0.114; H 0.044; C -0.061; C -0.289; O -0.101; H 0.051; H 0.070; H 0.082; H 0.076; H 0.121; H 0.121; C -0.060; C -0.338; O -0.122; H 0.077; H 0.078; H 0.066; H 0.082; H 0.098; H 0.072; C -0.065; C -0.349; O -0.094; H 0.071; H 0.091; H 0.052; H 0.113; H 0.123; H 0.108; C -0.176; O -0.113; H 0.072; H 0.099; H 0.047; H 0.013; C -0.162; O -0.159; H 0.060; H 0.100; H 0.080; H 0.050; C -0.108; O -0.110; H 0.043; H 0.069; H 0.092; H 0.066; C -0.164; O -0.107; H 0.065; H 0.107; H 0.049; H 0.044